DFT (ωB97M-V/def2-TZVPD) results for one molecule with the formula CH2BrOP at a distorted geometry.

Positions of all 6 atoms, in Å:
H: -0.3588 0.9476 -0.7408
O: 0.5830 -1.7732 -1.1711
P: 1.2085 -0.8394 -0.2972
H: -1.3118 -0.0663 0.2921
C: -0.2373 0.3262 0.1604
Br: 0.1163 1.4051 1.7565

Output
Total charge: 0
ΔE to the lowest compared entry with this formula, charge and spin (kcal/mol): 0.0
LUMO (eV): -0.913
Kohn-Sham gap (eV): 8.847

Here are the Löwdin charges for atoms 1 to 4, given in e: 0.01, -0.48, 0.80, 0.05

---

DFT (ωB97M-V/def2-TZVPD) results for a 2-piece molecular cluster, CH2BrP overall at a distorted geometry.

Positions of all 5 atoms, in Å:
H: -0.4677 0.4059 1.1045
H: 0.4350 -1.9333 0.1901
C: -0.2740 0.6559 0.1212
P: 0.8156 -1.3769 -0.9070
Br: -0.5090 2.2485 -0.5087

Output
Total charge: 0
ΔE to the lowest compared entry with this formula, charge and spin (kcal/mol): 109.7
LUMO (spin up / spin down) (eV): -1.236 / -0.257
Kohn-Sham gap (spin up / spin down) (eV): 6.857 / 8.863

Here are the Löwdin charges for atoms 1 to 4, given in e: -0.10, -0.36, -0.87, 0.65

---

DFT (ωB97M-V/def2-TZVPD) results for a 2-piece molecular cluster, CH2Cl2FNS overall at a distorted geometry.

Positions of all 8 atoms, in Å:
F: 0.3160 -1.5258 0.0143
Cl: -0.0032 0.4089 1.6100
S: 0.9373 2.5095 -1.8554
N: -0.5224 2.0208 -2.0375
H: -0.9832 -1.8101 1.5787
Cl: 1.1566 -2.2828 2.2809
C: 0.0446 -1.3955 1.3555
H: -0.9457 2.0749 -2.9465

Output
Total charge: 0
ΔE to the lowest compared entry with this formula, charge and spin (kcal/mol): 38.1
LUMO (spin up / spin down) (eV): -1.122 / -1.124
Kohn-Sham gap (spin up / spin down) (eV): 7.450 / 7.450

Here are the Löwdin charges for atoms 1 to 4, given in e: -0.12, 0.54, 0.57, -0.51

---

DFT (ωB97M-V/def2-TZVPD) results for one molecule with the formula CH2Cl2N2O2 at a distorted geometry.

Positions of all 9 atoms, in Å:
Cl: -3.3817 1.5655 0.1723
O: -0.3134 2.1415 -0.7045
N: -3.3892 0.3272 -0.8841
H: 0.6322 -0.1691 -0.5148
Cl: -3.4198 -1.2902 -0.1185
H: -0.6553 -0.6424 0.8372
C: -0.1270 0.0269 0.1964
N: -0.6479 1.1873 0.1265
O: -1.6060 1.4605 1.0270

Output
Total charge: 0
ΔE to the lowest compared entry with this formula, charge and spin (kcal/mol): 96.2
LUMO (spin up / spin down) (eV): -2.170 / -2.252
Kohn-Sham gap (spin up / spin down) (eV): 7.196 / 7.124

Here are the Löwdin charges for atoms 1 to 4, given in e: 0.91, -0.08, -0.79, 0.10

---

DFT (ωB97M-V/def2-TZVPD) results for a 2-piece molecular cluster, CH2Cl2N2O2 overall at a distorted geometry.

Positions of all 9 atoms, in Å:
Cl: -1.8720 0.7079 1.1781
N: -1.2468 -0.8308 0.7241
C: 0.8785 -0.2177 0.3752
H: 1.1033 0.3629 1.2070
O: 0.2698 0.0811 -1.6993
H: 1.0114 -1.2578 0.1338
N: 0.7386 0.6135 -0.6600
O: 0.8609 1.8581 -0.5033
Cl: -1.7436 -1.3172 -0.7556

Output
Total charge: 0
ΔE to the lowest compared entry with this formula, charge and spin (kcal/mol): 64.6
LUMO (spin up / spin down) (eV): -2.017 / -2.194
Kohn-Sham gap (spin up / spin down) (eV): 8.021 / 7.927

Here are the Löwdin charges for atoms 1 to 4, given in e: 0.53, -0.92, 0.04, 0.09

---

DFT (ωB97M-V/def2-TZVPD) results for CH2Cl2O3S as an isolated structure at a distorted geometry.

Positions of all 9 atoms, in Å:
H: -0.7206 0.7803 -0.4669
H: -1.1083 -0.6548 -1.3935
Cl: -2.9301 -0.6470 0.0532
S: 2.0408 0.8551 0.4572
Cl: -0.2209 -1.1898 0.6876
C: -1.2683 -0.2562 -0.4545
O: 2.7982 -0.1879 -0.1993
O: 0.9197 1.4492 -0.3690
O: 0.4894 -0.1489 1.6852

Output
Total charge: 0
ΔE to the lowest compared entry with this formula, charge and spin (kcal/mol): 35.9
LUMO (eV): -0.446
Kohn-Sham gap (eV): 9.942

Here are the Löwdin charges for atoms 1 to 4, given in e: 0.07, 0.01, 0.55, 0.89

---

DFT (ωB97M-V/def2-TZVPD) results for a 2-piece molecular cluster, CH2Cl3N3 overall at a distorted geometry.

Positions of all 9 atoms, in Å:
C: 0.4593 -0.5824 -0.9012
H: -1.6834 1.0816 -0.0119
H: 1.1114 -0.4658 1.3761
N: -1.4873 1.2285 1.0798
Cl: 1.9842 -1.3754 -1.2019
N: 0.6129 0.3629 1.0093
N: -0.4466 0.8314 1.5052
Cl: 0.2072 0.7004 -2.0938
Cl: -0.7576 -1.7812 -0.7617

Output
Total charge: 0
ΔE to the lowest compared entry with this formula, charge and spin (kcal/mol): 0.0
2S+1: 3
LUMO (spin up / spin down) (eV): 0.592 / -2.437
Kohn-Sham gap (spin up / spin down) (eV): 7.854 / 7.790

Here are the Löwdin charges for atoms 1 to 4, given in e: -1.65, 0.10, 0.08, 0.07

---

DFT (ωB97M-V/def2-TZVPD) results for a 2-piece molecular cluster, CH2Cl3OP overall at a distorted geometry.

Positions of all 8 atoms, in Å:
Cl: 0.4651 -2.4051 -0.5345
Cl: -1.4232 2.5966 0.8452
H: -1.3767 3.7225 0.2280
C: 0.8232 -1.0727 0.4269
P: 1.9969 0.0074 -0.3236
O: 2.1781 -0.0505 -1.7912
H: 1.0287 -1.4297 1.3804
Cl: 1.7807 1.8527 0.3276

Output
Total charge: 0
ΔE to the lowest compared entry with this formula, charge and spin (kcal/mol): 70.8
LUMO (spin up / spin down) (eV): -1.657 / -1.655
Kohn-Sham gap (spin up / spin down) (eV): 7.451 / 7.575

Here are the Löwdin charges for atoms 1 to 4, given in e: 0.61, 0.25, -0.23, -0.78

---

DFT (ωB97M-V/def2-TZVPD) results for one molecule with the formula CH2Cl3P at a distorted geometry.

Positions of all 7 atoms, in Å:
Cl: 1.9040 0.2124 -0.6682
Cl: 0.5594 -1.2275 1.6366
H: -1.1609 0.8019 -1.5042
P: -1.2248 -0.1896 -0.3917
Cl: 0.2830 1.6612 1.4348
H: -0.7456 -1.4185 -1.0694
C: 0.3848 0.1600 0.5621

Output
Total charge: 0
ΔE to the lowest compared entry with this formula, charge and spin (kcal/mol): 28.5
LUMO (eV): -0.001
Kohn-Sham gap (eV): 9.963

Here are the Löwdin charges for atoms 1 to 4, given in e: 0.33, 0.49, -0.07, 0.67

---

DFT (ωB97M-V/def2-TZVPD) results for one molecule with the formula CH2ClF at a distorted geometry.

Positions of all 5 atoms, in Å:
F: -0.4652 0.4457 1.3243
H: 1.5001 -0.0619 1.0470
H: 0.8721 1.5784 0.4521
C: 0.6284 0.4703 0.4608
Cl: -0.1151 -0.4912 -0.9520

Output
Total charge: 0
ΔE to the lowest compared entry with this formula, charge and spin (kcal/mol): 15.8
LUMO (eV): 0.743
Kohn-Sham gap (eV): 12.127

Here are the Löwdin charges for atoms 1 to 4, given in e: -0.18, 0.11, 0.10, -0.53

---

DFT (ωB97M-V/def2-TZVPD) results for one molecule with the formula CH2ClF2P at a distorted geometry.

Positions of all 7 atoms, in Å:
C: 0.7535 -0.0617 -0.7379
H: -0.3890 -1.2013 0.8220
Cl: 0.4092 -1.3588 -1.7787
F: 0.4463 0.7861 1.5531
H: -1.8892 0.6893 1.0653
P: -0.5318 0.0975 0.4729
F: 1.2010 1.0489 -1.3968

Output
Total charge: 0
ΔE to the lowest compared entry with this formula, charge and spin (kcal/mol): 76.0
LUMO (eV): -0.202
Kohn-Sham gap (eV): 8.172

Here are the Löwdin charges for atoms 1 to 4, given in e: -0.94, -0.03, 0.60, -0.31

---

DFT (ωB97M-V/def2-TZVPD) results for a 2-piece molecular cluster, CH2ClF3N2 overall at a distorted geometry.

Positions of all 9 atoms, in Å:
N: -0.2845 1.8217 -0.3882
C: -2.2621 0.2850 -0.2788
H: -0.4052 -0.4878 -0.3996
F: -2.9779 -0.8504 -0.0035
F: -2.9784 1.0501 -0.9948
Cl: 0.6174 1.9279 1.0864
N: -1.0354 0.0972 -0.7736
F: -2.2619 0.8857 1.0456
H: -1.1959 2.2816 -0.1962

Output
Total charge: 0
ΔE to the lowest compared entry with this formula, charge and spin (kcal/mol): 10.0
2S+1: 3
LUMO (spin up / spin down) (eV): 0.245 / -3.520
Kohn-Sham gap (spin up / spin down) (eV): 8.934 / 7.148

Here are the Löwdin charges for atoms 1 to 4, given in e: -0.29, -0.78, 0.03, 0.11

---

DFT (ωB97M-V/def2-TZVPD) results for a 2-piece molecular cluster, CH2ClFO overall at a distorted geometry.

Positions of all 6 atoms, in Å:
C: 0.4678 -0.5225 -0.4492
H: 1.0740 0.1187 0.1697
O: -1.2195 0.7800 0.5910
H: 0.0323 0.0153 -1.2337
F: -0.4019 1.6971 1.1690
Cl: 0.0473 -2.0886 -0.2468

Output
Total charge: 0
ΔE to the lowest compared entry with this formula, charge and spin (kcal/mol): 152.2
LUMO (spin up / spin down) (eV): -0.793 / -1.598
Kohn-Sham gap (spin up / spin down) (eV): 9.897 / 7.395

Here are the Löwdin charges for atoms 1 to 4, given in e: -0.48, 0.04, -0.10, 0.01

---

DFT (ωB97M-V/def2-TZVPD) results for one molecule with the formula CH2ClFO2 at a distorted geometry.

Positions of all 7 atoms, in Å:
C: -0.9491 -0.3890 -0.0711
O: -0.6394 0.8697 -0.4732
H: 0.4927 -1.3891 -0.3774
H: -0.5898 1.2870 0.3945
O: 0.1082 -1.0575 0.4327
Cl: -2.2888 -0.3917 1.1639
F: -1.4656 -1.1196 -1.1285

Output
Total charge: 0
ΔE to the lowest compared entry with this formula, charge and spin (kcal/mol): 10.4
LUMO (eV): 0.575
Kohn-Sham gap (eV): 12.093

Here are the Löwdin charges for atoms 1 to 4, given in e: -1.03, 0.06, 0.12, 0.10

---

DFT (ωB97M-V/def2-TZVPD) results for CH2ClFP2 as an isolated structure at a distorted geometry.

Positions of all 7 atoms, in Å:
H: -0.1243 -1.8538 -0.2363
C: 0.8585 0.3235 -0.1492
P: -1.5465 0.2700 -0.3218
Cl: 1.6250 0.0746 -1.6585
P: -0.0329 -0.8829 0.8325
F: -2.1635 0.9357 1.0878
H: 1.3838 1.1328 0.4455

Output
Total charge: 0
ΔE to the lowest compared entry with this formula, charge and spin (kcal/mol): 4.4
2S+1: 3
LUMO (spin up / spin down) (eV): 0.221 / -2.138
Kohn-Sham gap (spin up / spin down) (eV): 6.934 / 7.889

Here are the Löwdin charges for atoms 1 to 4, given in e: -0.10, -1.17, 0.65, 0.52

---

DFT (ωB97M-V/def2-TZVPD) results for one molecule with the formula CH2ClI at a distorted geometry.

Positions of all 5 atoms, in Å:
H: 0.9235 0.3199 1.5012
C: 0.6295 0.8252 0.5959
Cl: -1.6181 -2.3590 -1.6500
I: 0.1882 -0.5544 -0.9752
H: -0.1231 1.7683 0.5281

Output
Total charge: 0
ΔE to the lowest compared entry with this formula, charge and spin (kcal/mol): 66.9
LUMO (spin up / spin down) (eV): -2.560 / -2.559
Kohn-Sham gap (spin up / spin down) (eV): 6.913 / 6.914

Here are the Löwdin charges for atoms 1 to 4, given in e: -0.07, -0.43, -0.41, 0.87

---

DFT (ωB97M-V/def2-TZVPD) results for a 2-piece molecular cluster, CH2ClN overall at a distorted geometry.

Positions of all 5 atoms, in Å:
H: -1.4244 -0.1059 1.3913
H: 0.9523 0.3901 -0.7943
Cl: 0.9452 1.2983 -1.8720
N: -0.7657 -0.6327 0.8141
C: 0.2926 -0.9499 0.4609

Output
Total charge: 0
ΔE to the lowest compared entry with this formula, charge and spin (kcal/mol): 18.1
LUMO (eV): 0.801
Kohn-Sham gap (eV): 12.002

Here are the Löwdin charges for atoms 1 to 4, given in e: 0.10, -0.26, 0.15, 0.07

---

DFT (ωB97M-V/def2-TZVPD) results for a 2-piece molecular cluster, CH2ClN2O2 overall at a distorted geometry.

Positions of all 8 atoms, in Å:
C: -1.3803 -0.2873 -0.4921
Cl: -2.7063 -0.5963 0.5708
H: -1.3959 -0.9389 -1.3521
H: -0.7663 0.6069 -0.1793
O: 0.9355 1.4034 0.0947
N: 1.0766 -0.8289 0.1030
O: 2.6867 0.3691 0.9256
N: 1.5499 0.2721 0.3293

Output
Total charge: -1
ΔE to the lowest compared entry with this formula, charge and spin (kcal/mol): 93.5
LUMO (spin up / spin down) (eV): 3.592 / 3.602
Kohn-Sham gap (spin up / spin down) (eV): 8.086 / 7.769

Here are the Löwdin charges for atoms 1 to 4, given in e: -0.53, 0.43, -0.01, -0.02

---

DFT (ωB97M-V/def2-TZVPD) results for a 3-piece molecular cluster, CH2ClN2O3 overall at a distorted geometry.

Positions of all 9 atoms, in Å:
N: 1.1592 -0.4369 1.0990
C: 1.6892 -1.8994 -0.1675
H: -0.7195 -0.8592 0.6633
Cl: 2.7457 1.4742 -0.7197
N: -0.3307 0.0004 1.1038
O: 1.2099 -1.5502 -1.1674
H: -0.3544 0.6617 0.3251
O: 2.2667 -2.6633 0.5681
O: 1.9811 0.4346 1.2516

Output
Total charge: -1
ΔE to the lowest compared entry with this formula, charge and spin (kcal/mol): 93.5
LUMO (spin up / spin down) (eV): 3.561 / 3.561
Kohn-Sham gap (spin up / spin down) (eV): 7.680 / 7.679

Here are the Löwdin charges for atoms 1 to 4, given in e: -0.18, -0.56, 0.05, -0.36

---

DFT (ωB97M-V/def2-TZVPD) results for a 2-piece molecular cluster, CH2ClNO overall at a distorted geometry.

Positions of all 6 atoms, in Å:
H: -0.4963 -0.0201 0.5670
H: -2.3083 -0.0902 -0.1665
Cl: 2.5797 -0.4353 0.2348
O: -0.8434 -0.0906 -1.4788
N: 2.3069 0.7182 1.1890
C: -1.2386 -0.0820 -0.3454

Output
Total charge: 0
ΔE to the lowest compared entry with this formula, charge and spin (kcal/mol): 119.7
LUMO (spin up / spin down) (eV): -0.970 / -1.003
Kohn-Sham gap (spin up / spin down) (eV): 8.646 / 8.588

Here are the Löwdin charges for atoms 1 to 4, given in e: 0.08, 0.07, 0.59, -0.02